1.
ORCA calculation (wB97M-V/def2-TZVPD) on a gas-phase ion, C4H9O2 (charge -1).

Geometry as XYZ:
```
15
Properties=species:S:1:pos:R:3:nbo_charge:R:1
C 0.945 0.119 0.045 -0.43
C 0.334 -0.990 0.937 -0.43
C -0.874 -0.441 1.739 0.01
O -1.775 0.165 0.977 -0.95
C 0.407 -0.010 -1.367 -0.07
O 0.915 1.084 -2.190 -0.75
H 2.039 0.085 -0.020 0.17
H 0.583 1.063 0.473 0.22
H -0.112 -1.758 0.292 0.17
H 1.078 -1.417 1.601 0.17
H -0.428 0.169 2.584 0.04
H -1.227 -1.338 2.302 0.06
H 0.806 -0.940 -1.788 0.13
H -0.687 0.027 -1.341 0.21
H 0.531 0.958 -3.066 0.45
```

energy relative to the best compared isomer or geometry (same formula, charge and spin): 2.3540 eV
2S+1: 1
E_HOMO: -2.32 eV
electronic energy: -8388.138 eV
molar mass: 89.11 g/mol
total charge: -1
largest force on an atom: 0.88 eV Å⁻¹
structure (SMILES): [O-]CCCCO

2.
ORCA calculation (wB97M-V/def2-TZVPD) on 2 unconnected molecules or ions with the total composition C4H12OS2 in a non-equilibrium geometry.

Geometry as XYZ:
```
19
Properties=species:S:1:pos:R:3:nbo_charge:R:1
C 2.552 -0.652 -1.824 -0.67
C 1.445 -1.657 -2.179 -0.53
S -0.184 -0.780 -2.482 -0.04
S -0.022 0.808 -1.285 -0.14
C -0.741 0.074 0.304 -0.73
C -1.972 -0.793 0.301 -0.64
H 3.506 -1.119 -1.673 0.20
H 2.203 -0.119 -0.924 0.23
H 2.811 0.097 -2.616 0.21
H 1.252 -2.366 -1.231 0.19
H 1.638 -2.385 -2.982 0.21
H 0.058 -0.349 0.881 0.20
H -0.972 1.013 0.814 0.18
H -2.656 -0.500 -0.495 0.21
H -2.401 -0.755 1.239 0.21
H -1.717 -1.849 -0.032 0.20
H -1.346 3.616 5.413 0.43
H -2.088 3.633 4.180 0.38
O -1.364 4.084 4.592 -1.10
```

energy relative to the best compared isomer or geometry (same formula, charge and spin): 1.2516 eV
2S+1: 2
E_HOMO (spin up / spin down): 0.97 / -5.77 eV
electronic energy: -28059.054 eV
molar mass: 140.27 g/mol
total charge: -1
largest force on an atom: 4.17 eV Å⁻¹

3.
ORCA calculation (wB97M-V/def2-TZVPD) on a molecular structure, C18H32CoN6O in a non-equilibrium geometry.

Geometry as XYZ:
```
58
Properties=species:S:1:pos:R:3:nbo_charge:R:1
Co 0.265 0.629 -0.571 1.00
C 2.771 2.869 2.396 -0.41
N 1.498 2.424 1.842 -0.41
C 1.203 2.959 0.510 -0.48
C 0.964 1.175 2.171 0.68
N 0.231 0.570 1.286 -0.65
C -0.499 -0.647 1.370 0.09
C -0.960 -1.128 2.610 -0.22
C -1.583 -2.368 2.748 -0.22
C -1.775 -3.166 1.632 -0.21
C -1.415 -2.680 0.375 -0.23
C -0.866 -1.395 0.192 0.19
N -0.622 -0.907 -1.126 -0.66
C -1.293 -1.168 -2.208 0.69
N -2.446 -1.915 -2.335 -0.48
C -2.581 -2.921 -3.376 -0.40
C -3.676 -1.478 -1.697 -0.40
N -0.810 -0.690 -3.428 -0.44
C -1.678 0.190 -4.210 -0.41
C 0.590 -0.252 -3.452 -0.43
N 1.314 0.757 3.436 -0.50
C 0.838 1.461 4.615 -0.40
C 2.050 -0.473 3.650 -0.40
H 3.136 3.776 1.901 0.22
H 3.539 2.097 2.277 0.20
H 2.673 3.116 3.457 0.20
H 1.471 4.019 0.446 0.20
H 0.133 2.897 0.283 0.26
H 1.765 2.414 -0.256 0.23
H -0.835 -0.524 3.500 0.21
H -1.899 -2.712 3.729 0.21
H -2.222 -4.150 1.727 0.21
H -1.578 -3.320 -0.486 0.22
H -1.608 -3.355 -3.634 0.22
H -3.029 -2.503 -4.282 0.18
H -3.216 -3.744 -3.030 0.20
H -3.495 -0.732 -0.917 0.23
H -4.192 -2.328 -1.241 0.20
H -4.344 -1.028 -2.439 0.19
H -2.675 -0.233 -4.357 0.20
H -1.255 0.359 -5.207 0.21
H -1.788 1.160 -3.713 0.21
H 1.246 -1.013 -3.014 0.25
H 0.718 0.689 -2.904 0.21
H 0.926 -0.098 -4.483 0.20
H 0.224 2.330 4.350 0.22
H 1.681 1.810 5.219 0.19
H 0.223 0.802 5.236 0.19
H 2.286 -0.977 2.708 0.23
H 1.485 -1.165 4.283 0.19
H 2.997 -0.251 4.153 0.19
C 2.822 1.926 -1.448 -0.77
C 2.117 0.629 -1.226 0.15
O 2.682 -0.430 -1.447 -0.65
H 3.856 1.755 -1.818 0.21
H 2.866 2.488 -0.493 0.23
H 2.263 2.523 -2.198 0.23
H -0.487 1.930 -1.102 -0.54
```

2S+1: 4
E_HOMO (spin up / spin down): -5.55 / -6.72 eV
electronic energy: -67793.948 eV
molar mass: 407.43 g/mol
largest force on an atom: 4.61 eV Å⁻¹